# 1
{
  "formula": "C6H11NO",
  "method": "ωB97M-V/def2-TZVPD",
  "largest_force_ha_per_bohr": 0.0112,
  "homo_lumo_gap_ha": 0.2584,
  "lumo_ev": 0.7,
  "homo_ev": -6.288,
  "relative_energy_kj_mol": 362.54,
  "species": ["O", "N", "C", "C", "C", "C", "C", "C", "H", "H", "H", "H", "H", "H", "H", "H", "H", "H", "H"],
  "coordinates": [[0.3522, -0.0213, 2.4783], [-0.3546, 0.0418, 0.0480], [1.0782, -0.0240, -2.0073], [-1.5570, -0.5969, -0.4773], [1.5554, -0.7524, 0.4479], [0.3472, -0.7173, 1.2840], [0.9105, -0.2760, -0.6983], [-0.5632, 1.4669, 0.2864], [-0.2770, -1.6076, 1.4654], [1.9799, -0.3300, -2.5023], [0.3264, 0.4695, -2.5965], [2.4294, -1.3565, 0.5710], [-1.8698, -0.1045, -1.4002], [0.3797, 1.9126, 0.5930], [-0.8919, 1.9480, -0.6323], [-1.3349, -1.6414, -0.6988], [-2.3609, -0.5369, 0.2604], [-1.3047, 1.6077, 1.0734], [1.1551, 0.5184, 2.5051]]
}

# 2
{
  "formula": "C6H11NO",
  "method": "ωB97M-V/def2-TZVPD",
  "largest_force_ha_per_bohr": 0.0564,
  "homo_lumo_gap_ha": 0.2416,
  "lumo_ev": -1.1,
  "homo_ev": -7.676,
  "relative_energy_kj_mol": 420.58,
  "species": ["O", "N", "C", "C", "C", "C", "C", "C", "H", "H", "H", "H", "H", "H", "H", "H", "H", "H", "H"],
  "coordinates": [[2.3760, -0.7263, -0.9291], [0.3547, 0.2293, 1.0301], [1.4416, 0.0009, -1.1687], [-2.2105, 0.1544, 0.9909], [-2.0750, 0.2197, -0.4652], [0.3562, 0.3935, -0.3208], [-0.8303, 1.0654, -0.8805], [0.7763, -1.1489, 1.4182], [-2.6118, -0.7472, 1.4421], [-2.9287, 0.6660, -0.9584], [-2.0696, -0.7440, -0.9904], [-0.8445, 1.0002, -1.9573], [-0.9730, 2.1092, -0.6065], [-0.8243, 0.2285, 1.3088], [1.4188, 0.4828, -2.1375], [0.1352, -1.9243, 1.0436], [0.9111, -1.2237, 2.4904], [-2.6706, 1.0638, 1.3681], [1.7381, -1.3747, 0.9536]]
}

# 3
{
  "formula": "C6H11NO",
  "method": "ωB97M-V/def2-TZVPD",
  "largest_force_ha_per_bohr": 0.1006,
  "homo_lumo_gap_ha": 0.3531,
  "lumo_ev": 1.0,
  "homo_ev": -8.641,
  "relative_energy_kj_mol": 450.88,
  "species": ["O", "N", "C", "C", "C", "C", "C", "C", "H", "H", "H", "H", "H", "H", "H", "H", "H", "H", "H"],
  "coordinates": [[-0.1535, -0.7063, 1.2568], [-0.3867, 1.4858, -1.8258], [-1.2423, -1.5791, 0.9596], [0.5710, -0.3474, 0.0536], [-0.6094, 2.1774, 0.5762], [-0.2978, 1.3277, -0.5893], [0.9915, -1.3800, -0.9619], [2.0270, -0.6459, -0.1096], [0.6560, -2.5038, -0.9760], [2.8249, -0.0058, -0.5210], [-1.7560, -1.5826, 1.9349], [0.8452, -0.9311, -1.9003], [-1.8703, -1.2209, 0.1507], [-1.0795, -2.5925, 0.5392], [-0.5936, 3.1540, 0.2159], [-1.5969, 1.9526, 0.9917], [2.3752, -1.2560, 0.7601], [-0.8342, 2.5009, -2.0086], [0.1294, 2.1531, 1.4541]]
}

# 4
{
  "formula": "C6H11NO",
  "method": "ωB97M-V/def2-TZVPD",
  "largest_force_ha_per_bohr": 0.0310,
  "homo_lumo_gap_ha": 0.3326,
  "lumo_ev": 1.1,
  "homo_ev": -7.994,
  "relative_energy_kj_mol": 156.31,
  "species": ["O", "N", "C", "C", "C", "C", "C", "C", "H", "H", "H", "H", "H", "H", "H", "H", "H", "H", "H"],
  "coordinates": [[-0.5449, 3.6305, 0.9825], [0.7796, -1.9841, -2.8733], [0.0108, 0.0692, 1.5537], [-0.0411, -1.2414, -2.0059], [-0.6627, -0.5290, 0.3220], [0.2398, -1.1215, -0.7081], [-0.6572, 2.4908, 1.3680], [0.4879, 1.5094, 1.4436], [1.7816, -2.0562, -2.7359], [1.0581, 1.6255, 0.5128], [-0.6788, 0.0196, 2.4086], [-1.2877, 0.2719, -0.1053], [1.1995, 1.6955, 2.2483], [-1.4181, -1.2555, 0.6428], [0.4363, -2.0495, -3.8216], [1.1135, -1.6469, -0.3319], [-1.6533, 2.1396, 1.6970], [-0.9599, -0.9517, -2.4940], [0.7966, -0.6162, 1.8965]]
}

# 5
{
  "formula": "C6H11NO",
  "method": "ωB97M-V/def2-TZVPD",
  "largest_force_ha_per_bohr": 0.1410,
  "homo_lumo_gap_ha": 0.3538,
  "lumo_ev": 0.6,
  "homo_ev": -9.073,
  "relative_energy_kj_mol": 407.33,
  "species": ["O", "N", "C", "C", "C", "C", "C", "C", "H", "H", "H", "H", "H", "H", "H", "H", "H", "H", "H"],
  "coordinates": [[0.6111, -0.0540, -1.2286], [-0.9666, -0.5816, 0.7313], [-0.2195, -1.8407, 0.4066], [2.0107, 1.1432, 0.2781], [0.6660, 0.9460, -0.4195], [-2.2218, -0.4945, 0.6672], [-0.7418, -3.0535, 0.1920], [0.1940, 2.2866, -0.9663], [0.0091, 3.0053, -0.1666], [-0.1411, -3.9475, 0.2368], [0.9845, 2.7929, -1.5194], [-2.8064, 0.2239, 1.2255], [-1.7821, -3.2627, -0.0042], [2.0017, 1.9716, 0.9856], [2.7559, 1.4755, -0.4457], [0.7062, -1.8152, 0.9721], [-0.6203, 2.1880, -1.6794], [-2.8150, -1.1821, 0.0608], [2.3754, 0.1985, 0.6737]]
}

# 6
{
  "formula": "C6H11NO",
  "method": "ωB97M-V/def2-TZVPD",
  "largest_force_ha_per_bohr": 0.0512,
  "homo_lumo_gap_ha": 0.3483,
  "lumo_ev": 0.8,
  "homo_ev": -8.655,
  "relative_energy_kj_mol": 161.78,
  "species": ["O", "N", "C", "C", "C", "C", "C", "C", "H", "H", "H", "H", "H", "H", "H", "H", "H", "H", "H"],
  "coordinates": [[-2.2183, -0.6610, 1.0329], [-0.2305, -1.5380, 1.6650], [-1.0292, -2.1654, -0.5681], [1.3331, 1.9743, -0.2774], [-0.0833, 0.6321, -1.8212], [1.5507, 2.5675, 0.9305], [-1.2453, -1.3813, 0.7428], [0.1372, 1.1724, -0.5755], [-0.5821, 1.1002, 0.2297], [0.6556, -1.9703, 1.5198], [0.7804, 0.6256, -2.5004], [0.7530, 2.6195, 1.6843], [-0.9491, -3.2460, -0.3560], [2.1178, 2.0532, -1.0443], [-0.4714, -1.1640, 2.6280], [2.5411, 2.9691, 1.1797], [-1.8924, -1.9977, -1.2366], [-1.0487, 0.2495, -2.1666], [-0.1186, -1.8397, -1.0666]]
}